157
Properties=species:S:1:pos:R:3:forces:R:3:lowdin_spin:R:1 method="wB97M-V/def2-TZVPD" spin_multiplicity=2 gap_ev="6.959 / 6.904" e_homo_ev="-5.0 / -5.0" e_tot_ha=-6386.8738 lumo_ev="1.922 / 1.922" s2=0.7535 total_charge=-1 mol_weight_g_mol=1112.78
Cu -2.27703 -2.49261 0.14383 0.3165 -0.6555 2.4716 0.682
S -2.42284 -3.75467 2.68576 1.1213 -0.7555 0.4973 -0.005
O -1.32906 -4.62315 3.09797 -0.1331 -0.0829 -0.2461 0.016
O -1.88554 -2.43313 2.22853 0.4646 1.9294 -0.3118 0.159
O -2.99359 -4.16228 1.36748 -1.0602 -0.9700 -1.2618 0.120
O -3.43263 -3.64843 3.72582 -0.4751 0.4730 -0.1500 0.017
C 1.01269 1.01306 0.00857 0.3556 -1.3765 0.4303 0.001
F 0.36871 1.55503 -1.03712 -0.0688 -0.0118 0.3490 0.000
F 2.33309 1.16150 -0.21850 -0.1527 0.1016 -0.0544 0.000
F 0.72521 1.67820 1.12726 -0.2502 0.4550 -0.3429 0.000
S 0.64194 -0.83430 0.33823 0.1054 -1.5324 0.4161 0.002
O 0.96916 -1.00595 1.73503 -0.0079 0.7199 -0.6646 0.000
O -0.78395 -0.97888 0.01061 0.9131 1.1719 -0.1113 0.010
O 1.52555 -1.59586 -0.55726 -0.5686 1.0162 0.0312 0.000
O -3.97615 -1.22357 0.53492 -0.4414 0.1250 -0.7398 -0.002
P -4.74482 -0.22115 1.29378 -0.4517 0.2777 1.7517 0.000
N -3.88373 0.71994 2.39488 -0.8521 0.1644 -0.0760 0.000
C -2.62942 1.33489 1.91135 -1.0460 -1.2043 -0.8814 0.000
C -3.72245 0.23302 3.76402 0.4675 0.3232 0.2463 0.000
N -5.92432 -0.95072 2.23562 0.5264 -0.2214 0.3904 0.000
C -6.85322 -0.20896 3.06756 -0.6464 -0.2860 -0.6393 0.000
C -6.10834 -2.39893 2.16042 0.7578 -0.2500 0.4839 0.000
N -5.54942 0.86913 0.30720 0.9269 0.7552 -0.4316 0.000
C -5.93061 0.52169 -1.04572 -0.1716 -0.5777 0.1278 0.000
C -6.20998 2.06902 0.81321 -1.0059 -1.2108 0.7887 0.000
H -2.89195 1.79543 0.95525 0.4750 0.0762 -0.0751 0.000
H -1.99594 0.45373 1.76771 0.8386 0.6578 -0.1434 0.000
H -2.21785 2.08658 2.57976 -0.1262 -0.1442 0.2396 0.000
H -2.88119 -0.45899 3.87910 -0.2199 -0.2815 -0.2653 0.000
H -4.63874 -0.21093 4.13759 0.1938 -0.0987 0.0722 0.000
H -3.45475 1.11020 4.36369 -0.2387 -0.0211 0.1496 0.000
H -7.22565 -0.80902 3.90097 0.4773 -0.1549 0.1059 0.000
H -6.41955 0.70424 3.46854 -0.0482 0.1147 -0.1328 0.000
H -7.76420 -0.00017 2.49174 -0.0408 0.4550 0.0746 0.000
H -6.54161 -2.82526 3.06998 -0.4932 0.5501 0.0042 0.000
H -6.70850 -2.66897 1.29017 0.0482 -0.3046 -0.0208 0.000
H -5.13470 -2.89689 2.22367 -0.0501 0.0154 -0.7797 0.000
H -6.99932 0.27912 -1.11029 -0.1450 0.2725 -0.0173 0.000
H -5.69105 1.34173 -1.72413 -0.0860 0.0403 -0.1172 0.000
H -5.42304 -0.37669 -1.39318 0.3361 0.1049 0.1633 0.000
H -7.22124 1.79290 1.14247 -0.1856 0.0195 -0.0207 0.000
H -6.41360 2.83210 0.06273 0.8272 0.1308 -0.1345 0.000
H -5.73255 2.39437 1.73406 0.3587 0.4640 -0.3269 0.000
O -2.41709 -1.57321 -1.98437 -0.1689 0.2322 -0.7324 0.002
P -2.66299 -0.95284 -3.29711 0.8260 0.8348 -0.8787 0.000
N -3.65885 -1.73147 -4.42601 0.6347 1.2926 0.3891 0.000
C -5.09826 -1.68170 -4.25159 -0.1070 -0.2333 -0.2529 0.000
C -3.11321 -2.82836 -5.20659 -0.0172 -0.4794 -0.0786 0.000
N -1.23842 -0.76661 -4.19312 -0.6847 -0.4506 -0.9214 0.000
C 0.04188 -0.41319 -3.61796 -0.1667 -0.4007 1.4146 0.000
C -1.27735 -0.40755 -5.59793 0.2195 0.4232 -0.9012 0.000
N -3.25185 0.61190 -3.14052 -0.9496 -0.9125 0.2265 0.000
C -2.73851 1.40886 -2.05018 1.1739 0.3817 0.1610 0.000
C -3.77039 1.39033 -4.25087 -0.0908 -0.6440 0.3881 0.000
H -5.41812 -2.42081 -3.51109 -0.3306 0.1652 -0.0033 0.000
H -5.57716 -1.87691 -5.21540 0.0422 -0.3032 0.0508 0.000
H -5.44768 -0.68033 -4.00157 0.1741 -0.1197 0.4902 0.000
H -2.67751 -3.60084 -4.56793 0.0816 -0.0442 -0.1001 0.000
H -2.37547 -2.51435 -5.94503 0.1231 0.1120 0.2817 0.000
H -3.89187 -3.30261 -5.80696 -0.2628 0.0860 0.2672 0.000
H 0.16230 -0.96563 -2.68128 0.2014 -0.0667 -0.1084 0.000
H 0.85808 -0.66483 -4.29482 -0.0568 -0.0732 -0.0436 0.000
H 0.11405 0.63764 -3.32450 -0.0152 0.1856 -0.3535 0.000
H -0.66505 -1.10926 -6.17747 0.0122 -0.0154 -0.0167 0.000
H -2.24595 -0.34682 -6.09717 -0.2557 -0.4118 0.5705 0.000
H -0.86337 0.58527 -5.82229 0.2326 0.0464 0.4880 0.000
H -1.91003 2.03325 -2.42066 -0.1246 0.1598 0.0028 0.000
H -3.46789 2.08672 -1.59910 -0.2996 -0.2145 -0.1191 0.000
H -2.27394 0.80858 -1.26639 -0.3624 -0.2791 -0.0229 0.000
H -4.39814 0.74796 -4.86766 0.0510 0.1800 -0.1768 0.000
H -2.98325 1.81434 -4.88306 -0.0538 0.2862 0.1102 0.000
H -4.40643 2.15106 -3.79251 0.0874 0.2904 -0.4007 0.000
C 2.93440 7.58629 -4.22491 -1.0895 -1.5075 -0.3002 0.000
C 3.32644 7.63841 -2.76571 0.1203 1.4416 0.0783 0.000
C 3.71082 6.29985 -2.15956 -0.2804 0.4690 0.6828 0.000
O 2.50392 5.56681 -2.05040 0.2300 -0.7241 -0.6427 0.000
C 2.73492 4.34420 -1.37883 -0.8975 -0.2358 0.9136 0.000
N 4.33119 8.72030 -2.53256 -0.0407 -0.5591 -0.1329 0.000
H 2.95693 8.53579 -4.75177 0.4203 0.0988 0.0621 0.000
H 1.88164 7.27681 -4.25187 0.1112 -0.0957 -0.2185 0.000
H 3.46652 6.78179 -4.74317 0.2235 0.3998 -0.2854 0.000
H 2.39861 7.93808 -2.27016 0.3396 0.0996 0.5117 0.000
H 4.09631 6.40501 -1.13824 0.1720 0.4578 -0.0555 0.000
H 4.51063 5.79565 -2.71844 -0.2683 -0.2329 -0.3221 0.000
H 1.85334 3.70211 -1.32051 -0.2641 0.2856 -0.9183 0.000
H 2.83616 4.52966 -0.30180 0.9578 0.1211 -0.0438 0.000
H 3.53835 3.75872 -1.82246 0.2465 0.1003 0.1510 0.000
H 5.09614 8.58528 -3.19358 0.1110 -0.2408 0.2181 0.000
H 3.90798 9.56594 -2.90194 -0.1116 0.1191 0.2892 0.000
C -0.23573 -5.50547 -2.38712 -0.5633 -0.0747 -1.2154 0.000
C -1.10769 -4.30781 -1.96118 0.7176 -1.1316 0.5423 0.000
C -2.53068 -4.85171 -1.86499 -0.9260 1.2263 -0.0458 0.000
O -3.37693 -3.94904 -1.15917 0.2716 -0.2370 -0.6709 0.001
C -4.70536 -4.40546 -1.07348 0.1610 0.3854 0.4534 0.000
N -0.62169 -3.82464 -0.63606 -0.4162 -1.1621 -1.1408 -0.002
H -0.46527 -5.74993 -3.43411 0.2227 0.0660 -0.0419 0.000
H -0.50167 -6.42390 -1.85995 0.1763 0.1844 0.4259 0.000
H 0.83473 -5.31865 -2.31492 -0.0195 0.1046 0.0953 0.000
H -1.01355 -3.50506 -2.69087 -0.1873 0.0811 0.0939 0.000
H -2.56836 -5.83423 -1.38329 0.1281 -0.0054 0.0821 0.000
H -2.99390 -4.90758 -2.86061 0.4032 -0.5162 -0.1907 0.000
H -5.24027 -3.68212 -0.46027 0.0225 -0.0174 0.0435 0.000
H -4.74121 -5.37426 -0.57050 -0.0931 -0.0944 -0.0871 0.000
H -5.17082 -4.43858 -2.06562 0.0253 -0.2051 -0.0974 0.000
H 0.35001 -3.57804 -0.82154 -0.0981 0.5923 0.4365 0.000
H -0.56074 -4.71214 -0.13121 -0.1069 0.4898 0.7899 0.000
C 4.53547 -0.94283 2.49328 -0.0708 0.6973 -0.4290 0.000
C 4.35580 -2.41099 2.16452 0.6278 0.0042 -0.6249 0.000
C 4.75904 -2.66287 0.70007 0.6341 -0.2955 0.6958 0.000
O 4.63976 -4.05537 0.41054 -0.2107 -0.0994 -0.6183 0.000
C 3.44760 -4.40284 -0.29178 0.2679 1.0282 0.3686 0.000
N 5.17135 -3.20263 3.09257 0.6356 -0.2463 -0.4192 0.000
H 5.51391 -0.50774 2.24165 0.4167 -0.7680 0.1842 0.000
H 4.39500 -0.77244 3.55910 -0.2878 0.1912 -0.0614 0.000
H 3.92678 -0.29411 1.85639 -0.7100 -0.2306 0.4591 0.000
H 3.33090 -2.77457 2.26854 -0.1643 0.4878 0.1247 0.000
H 5.83158 -2.48800 0.56383 0.1216 0.2932 0.2856 0.000
H 4.25960 -1.95017 0.03730 -0.5178 -0.5336 -0.2776 0.000
H 2.59632 -4.15953 0.35196 -0.2408 -0.2461 -0.2715 0.000
H 3.47588 -5.45481 -0.56436 0.0679 -0.0415 0.1685 0.000
H 3.40714 -3.77505 -1.18910 -0.3125 -0.1988 -0.0889 0.000
H 5.25101 -4.13329 2.68090 -0.2990 -0.0571 0.2452 0.000
H 6.12764 -2.85552 2.98894 -0.0781 0.1046 0.2688 0.000
C 5.41570 2.06008 -0.07172 -0.3226 -0.2478 -0.4600 0.000
C 6.84707 1.54062 -0.11239 -0.0559 0.9387 1.0571 0.000
C 7.55238 2.09170 -1.33726 0.4193 -0.7664 -0.2701 0.000
O 8.91235 1.70718 -1.29504 0.7527 -0.2190 0.4482 0.000
C 9.59721 1.93255 -2.49992 -0.9029 0.5274 -0.5813 0.000
N 7.48291 1.87920 1.17315 0.5454 -0.1973 0.2131 0.000
H 4.92784 1.73029 0.84221 -0.0085 0.0288 -0.0090 0.000
H 4.82188 1.71080 -0.92178 0.0532 -0.1454 0.0376 0.000
H 5.37122 3.15093 -0.12076 0.2223 0.0328 0.2038 0.000
H 6.88177 0.45030 -0.07714 -0.2882 -0.0351 -0.6715 0.000
H 7.50755 3.18323 -1.43187 -0.2947 0.0724 0.2032 0.000
H 7.06484 1.64073 -2.21326 0.0364 0.1668 -0.1577 0.000
H 9.49877 2.98369 -2.80849 -0.1280 0.0072 -0.0468 0.000
H 9.11781 1.31131 -3.26549 0.3420 0.0277 -0.2761 0.000
H 10.66938 1.75535 -2.46734 -0.0908 -0.4538 0.5584 0.000
H 8.00643 2.74832 1.18395 -0.2693 0.1530 -0.2989 0.000
H 8.18154 1.17090 1.36787 0.0051 0.0783 0.0749 0.000
C 0.20001 0.80920 4.91873 -0.0539 0.7436 0.9846 0.000
C 1.27984 0.54253 5.97031 -1.0640 -0.1608 0.4003 0.000
C 0.72821 0.36727 7.39571 0.9030 -0.6734 -0.9238 0.000
O 0.09307 1.51848 7.86749 0.1776 0.0352 0.4711 0.000
C -0.37661 1.32527 9.18629 0.1054 -0.4675 -0.2444 0.000
N 1.89374 -0.73525 5.61574 0.3064 0.3375 -0.0457 0.000
H -0.55546 0.02973 5.00643 0.2888 -0.3760 -0.6759 0.000
H 0.69426 0.93179 3.95690 -0.4365 -0.4599 -0.2783 0.000
H -0.36044 1.72626 5.13329 0.3309 0.1925 0.0647 0.000
H 1.97084 1.39379 6.03766 0.1367 -0.0248 -0.1936 0.000
H 1.64607 0.10285 7.94955 -0.2382 0.3051 0.6336 0.000
H 0.09189 -0.52599 7.45558 -0.2676 0.1520 -0.1565 0.000
H -1.12412 0.52342 9.20020 -0.4012 0.3040 -0.0198 0.000
H -0.75308 2.28067 9.53794 -0.2043 -0.0857 0.0949 0.000
H 0.39398 0.94547 9.86893 0.3386 0.3439 -0.0955 0.000
H 2.47727 -1.11474 6.35298 0.1015 0.1381 -0.0313 0.000
H 2.47256 -0.59222 4.79581 -0.0741 -0.3464 -0.0588 0.000